(1)
Formula: C4H11NS
Source: OMol25
Level of theory: wB97M-V/def2-TZVPD

Atoms and positions in Å:
C -3.5583 0.1554 0.5818
C -2.8804 0.0405 -0.5698
N -3.3617 0.1491 -1.8548
H -3.5957 -0.6711 1.4301
H -4.6079 0.5050 0.6242
H -1.7966 -0.1232 -0.2454
H -2.5678 0.5940 -2.4204
H -4.1255 0.7899 -1.8315
C 0.9128 1.0052 0.6620
C 2.1347 0.4700 -0.1008
S 3.0977 -0.9976 0.6615
H 1.1802 1.3639 1.6104
H 0.0775 0.2388 0.6620
H 0.4501 1.8613 0.0256
H 2.8532 1.2736 -0.1836
H 2.0038 0.1269 -1.1420
H 4.4455 -1.0676 0.4323

HOMO level ... -0.3123 Ha
Structure (SMILES) ... C=CN.CCS
Charge ... 0
LUMO energy ... 0.77 eV
Kohn-Sham gap ... 9.2629 eV

***

(2)
Formula: C4H11NS
Source: OMol25
Level of theory: wB97M-V/def2-TZVPD

Atoms and positions in Å:
C 2.2041 -0.0383 -0.5798
C 1.2303 -0.0416 0.6138
C -0.2998 0.2035 0.4436
C -1.1495 -0.5693 -0.4495
H 3.2148 -0.8189 -0.0810
H 1.7483 -0.5464 -1.4869
H 2.5987 1.2089 -0.6135
H 1.5053 0.7974 1.0957
H 1.3424 -0.8890 1.1305
H -0.7545 0.1039 1.3367
H -0.4084 2.6835 0.8404
H -0.9909 -1.6154 -0.1617
H -0.6699 -0.3865 -1.4869
H -2.9783 -1.6195 0.0178
H -3.2259 0.2439 -0.4670
N -2.5720 -0.5234 0.0533
S -0.7949 1.8072 -0.2053

HOMO level ... -0.3282 Ha
Charge ... 0
LUMO energy ... 0.79 eV
Kohn-Sham gap ... 9.7203 eV

***

(1) comes first in stability; the runner-up is 25.6 kcal/mol higher.